Below is a gas-phase ion, C4H3N2 (charge +1), with properties calculated with wB97M-V/def2-TZVPD.

Element x y z (Å)
C 0.155981 1.081347 0.039843
N -0.942240 0.718315 0.006584
C -1.922392 -0.399802 0.016306
C -1.238924 -1.521638 0.005749
C 0.110061 -1.420499 0.036502
N 1.205089 -1.078572 -0.006050
H 1.230963 1.440762 0.130788
H -3.007034 -0.241807 -0.284080
H 2.210736 -1.402924 0.097704

Force components x, y, z for each atom (eV/Å):
C 0.415 0.957 0.229
N 0.053 1.121 0.092
C -0.578 0.440 -1.436
C 1.465 -0.817 0.260
C -4.637 -2.152 0.073
N 5.558 -0.064 0.412
H -2.082 -0.289 -0.244
H 1.691 0.393 0.972
H -1.886 0.411 -0.358

## Properties
Charge = +1
SMILES string = C#[N+]C=C=C=N
Lowest unoccupied orbital energy = -5.58 eV
HOMO-LUMO gap = 8.959 eV
Energy relative to the best compared isomer or geometry (same formula, charge and spin) = 149.1 kJ/mol
E_tot = -7163.748 eV

Below is a molecular structure, C20H60Cl3HfN10O6P3, with properties calculated with wB97M-V/def2-TZVPD.

Element x y z (Å)
Hf -0.869508 -0.789209 -0.860013
Cl 0.961092 2.552821 -0.457163
Cl -3.117908 -3.576519 0.743777
Cl -3.662778 0.768631 -3.018823
C 3.462912 -4.018809 -1.384073
O 2.251482 -3.266539 -1.259173
H 3.867102 -4.386209 -0.440813
H 3.438882 -4.896039 -2.030603
H 4.342002 -3.440809 -1.669043
O 1.086342 0.019831 -4.709703
P 1.988582 0.296471 -5.874433
N 2.812442 -1.067529 -6.522893
C 4.186232 -1.088389 -7.005723
C 1.967122 -2.260039 -6.823383
N 3.216352 1.386561 -5.446263
C 4.300542 1.080251 -4.530543
C 2.986642 2.844381 -5.499553
N 1.247222 0.905281 -7.253763
C 1.968852 1.078761 -8.547733
C 0.049172 1.792531 -7.086233
H 4.848782 -1.426609 -6.209013
H 4.460272 -0.084479 -7.330033
H 4.429612 -1.816119 -7.779843
H 2.531912 -2.897749 -7.503403
H 1.071282 -1.914999 -7.339643
H 1.806082 -2.790389 -5.884833
H 4.001752 1.225471 -3.492403
H 4.530852 0.025961 -4.683873
H 5.215492 1.652371 -4.684303
H 3.859622 3.381661 -5.870133
H 2.169932 3.131631 -6.161803
H 2.698942 3.240651 -4.525753
H 1.228312 1.014831 -9.344993
H 2.448692 2.057191 -8.570353
H 2.805062 0.383021 -8.617013
H -0.863888 1.285281 -7.397873
H 0.062512 2.700231 -7.689553
H 0.012752 2.128491 -6.049933
O -3.310398 1.485501 2.015627
P -4.190208 2.373081 2.866277
N -5.793138 1.822291 3.097477
C -6.868128 2.169781 2.114877
C -6.069048 0.621641 3.885077
N -4.425738 4.030321 2.454937
C -5.324568 4.899731 3.198457
C -3.738728 4.684021 1.322697
N -3.487068 2.627151 4.426197
C -2.085178 3.189361 4.359187
C -4.259838 2.945811 5.689067
H -7.461388 1.257441 2.053357
H -6.342318 2.149391 1.160307
H -7.428948 3.058471 2.404377
H -5.233018 0.444071 4.561567
H -6.098888 -0.149429 3.115237
H -6.992538 0.672291 4.461897
H -5.688858 5.750661 2.622867
H -6.259088 4.377521 3.403597
H -4.883308 5.210381 4.145487
H -3.378338 3.869581 0.694287
H -4.259338 5.465631 0.769377
H -2.888978 5.246631 1.709367
H -2.084268 4.279311 4.348887
H -1.594958 2.946561 5.301977
H -1.572088 2.842551 3.462217
H -3.688978 2.478821 6.491657
H -5.267438 2.532201 5.646857
H -4.456738 4.006531 5.844587
O 1.176042 -1.605359 2.990407
P 2.110332 -1.703389 4.201897
N 3.538742 -0.751009 4.084107
C 4.561562 -0.966199 3.043967
C 3.438112 0.599031 4.644647
N 2.739432 -3.342599 4.264977
C 2.021672 -4.524909 3.764707
C 3.987402 -3.766279 4.990667
N 1.422602 -1.446949 5.742357
C 2.185112 -1.378809 7.006967
C -0.021078 -1.470099 5.966827
H 5.031432 -1.945599 3.134027
H 5.323382 -0.199739 2.901647
H 3.998082 -1.004649 2.111707
H 4.403702 1.103611 4.611047
H 3.094742 0.572331 5.678807
H 2.687242 1.232071 4.171837
H 1.470082 -4.299839 2.851917
H 2.653012 -5.338559 3.407677
H 1.278452 -4.889169 4.473957
H 3.963212 -4.731949 5.495637
H 4.703822 -3.921389 4.183957
H 4.276532 -2.972679 5.679647
H 3.236372 -1.138819 6.847727
H 1.741412 -0.571959 7.590257
H 2.094222 -2.318859 7.551167
H -0.400738 -2.450139 6.255767
H -0.547438 -1.234399 5.041897
H -0.454098 -0.762319 6.673677
C -3.838018 -3.666239 -5.978633
N -2.957758 -4.222839 -4.839613
O -2.247268 -3.456559 -4.238373
O -3.023698 -5.435109 -4.679833
H -3.512368 -2.676739 -6.299473
H -4.737318 -3.404879 -5.420923
H -4.066138 -4.428209 -6.723933

Force components x, y, z for each atom (eV/Å):
Hf -1.018 0.981 -0.225
Cl -0.903 -1.833 -0.152
Cl 1.186 1.359 -0.781
Cl 1.510 -0.892 1.098
C -1.558 0.932 -0.518
O 1.980 -1.361 0.290
H -0.552 0.061 0.983
H -0.597 0.053 -0.229
H -0.013 0.815 -0.351
O 0.340 -0.095 -1.478
P 1.056 -0.435 0.112
N -0.770 0.292 0.066
C 0.185 0.250 0.863
C 1.013 1.020 0.391
N 0.246 1.010 -1.078
C -0.552 -1.196 0.175
C -0.663 -0.337 -0.249
N -0.605 0.873 0.124
C -0.179 0.192 1.501
C 0.587 -0.430 0.054
H 0.353 0.325 0.240
H 0.354 -0.124 0.026
H -0.820 0.113 -0.463
H -0.081 -0.023 0.029
H -0.295 -0.340 0.291
H -0.565 -0.170 -0.247
H -0.063 0.008 0.196
H 0.250 0.011 0.362
H -0.157 0.212 -0.456
H 0.250 -0.177 0.128
H -0.035 -0.350 -0.151
H 0.180 -0.022 0.255
H 0.313 -0.250 -0.149
H -0.146 0.345 -0.132
H -0.515 -0.343 -0.263
H -0.037 -0.216 0.358
H 0.641 0.031 -0.211
H -0.428 -0.271 -0.008
O -1.089 1.893 0.762
P -0.279 0.715 1.075
N 0.565 1.535 0.738
C 1.971 -1.530 0.381
C 0.928 0.138 -0.919
N -0.366 -0.207 -2.066
C -0.414 -0.892 0.333
C 0.857 -0.753 0.843
N -0.384 -0.424 -0.002
C -1.668 -0.133 0.535
C 0.593 -0.546 -1.678
H -0.577 0.329 0.152
H -0.552 0.970 -0.367
H 0.001 -0.130 -0.410
H -0.061 -0.187 -0.013
H -0.267 -0.805 0.611
H -0.068 0.171 -0.132
H 0.653 0.140 -0.204
H 0.078 -0.183 0.459
H -0.075 0.347 -0.011
H 0.108 0.403 -0.365
H -0.903 -0.560 -0.056
H 0.484 -0.140 0.035
H -0.266 0.302 -0.256
H 0.320 -0.465 -0.221
H 0.026 -0.264 0.307
H -0.223 0.299 0.289
H 0.209 -0.410 -0.130
H 0.602 0.217 0.133
O 1.259 0.031 2.698
P 0.324 -2.228 -1.662
N -0.642 -0.101 1.639
C -1.548 -0.916 -0.898
C -0.351 0.152 0.261
N 0.457 0.001 0.318
C -0.883 1.002 -0.821
C -0.718 1.106 -1.216
N 0.348 1.052 -0.403
C -0.301 -0.029 -0.861
C -0.699 -0.272 -1.298
H 0.120 0.102 0.294
H -0.276 0.190 0.761
H 0.301 0.013 -0.486
H -0.034 -0.122 -0.035
H 0.304 -0.114 0.093
H 0.087 0.069 -0.560
H -0.214 0.469 0.075
H 0.560 0.084 0.580
H 0.142 -0.273 0.208
H -0.781 0.132 0.257
H 0.671 0.206 0.290
H 0.343 -0.194 -0.102
H -0.056 -0.178 -0.102
H 0.087 -0.031 0.217
H 0.082 -0.058 0.130
H 0.252 -0.273 0.187
H 0.193 -0.077 -0.230
H 0.819 0.327 0.339
C -0.517 0.480 1.619
N -0.156 -0.832 -1.824
O -0.090 0.106 0.264
O 0.038 0.972 0.188
H 0.697 -0.500 -0.245
H -0.346 -0.338 -0.116
H 0.436 0.191 0.213

## Properties
Charge = 0
Lowest unoccupied orbital energy = -5.31 eV
HOMO-LUMO gap = 2.642 eV
Energy relative to the best compared isomer or geometry (same formula, charge and spin) = 2498.8 kJ/mol
E_tot = -115623.829 eV

- The highest charge belongs to which entry?
  C4H3N2

- Which value of lowest unoccupied orbital energy does entry 2 give?
  -5.31 eV

- Look up the E_tot of the second one.
  -115623.829 eV